No. 1
{"formula": "C39H32BMnN7", "method": "wB97M-V/def2-TZVPD", "symbols": ["Mn", "C", "C", "C", "C", "N", "N", "B", "N", "N", "C", "C", "C", "C", "C", "C", "C", "C", "C", "C", "N", "N", "C", "C", "C", "C", "C", "C", "C", "C", "C", "C", "C", "C", "C", "C", "C", "C", "H", "H", "H", "H", "H", "H", "H", "H", "H", "H", "H", "H", "H", "H", "H", "H", "H", "H", "H", "H", "H", "H", "H", "H", "H", "H", "H", "H", "N", "C", "C", "C", "C", "C", "C", "C", "C", "C", "H", "H", "H", "H"], "positions_angstrom": [[0.028, 0.059, 0.172], [-2.246, 0.140, -4.626], [-2.241, -0.122, -3.160], [-3.148, -0.822, -2.387], [-2.648, -0.759, -1.079], [-1.505, -0.077, -1.077], [-1.259, 0.314, -2.351], [-0.008, 1.188, -2.612], [-0.010, 2.348, -1.586], [0.002, 2.039, -0.271], [-0.013, 3.179, 0.415], [-0.037, 4.258, -0.485], [-0.035, 3.687, -1.741], [-0.055, 4.335, -3.082], [0.000, 3.194, 1.885], [-0.008, 4.408, 2.569], [0.005, 4.445, 3.954], [0.026, 3.268, 4.686], [0.034, 2.052, 4.021], [0.020, 2.019, 2.636], [1.255, 0.327, -2.367], [1.547, -0.041, -1.095], [2.686, -0.731, -1.130], [3.135, -0.821, -2.453], [2.201, -0.131, -3.205], [2.151, 0.097, -4.676], [3.315, -1.234, 0.095], [4.269, -2.247, 0.029], [4.857, -2.737, 1.184], [4.505, -2.215, 2.420], [3.570, -1.194, 2.493], [2.983, -0.707, 1.338], [-3.230, -1.282, 0.160], [-4.181, -2.299, 0.114], [-4.729, -2.805, 1.281], [-4.339, -2.296, 2.513], [-3.406, -1.272, 2.566], [-2.860, -0.769, 1.398], [-3.172, -0.228, -5.062], [-1.415, -0.365, -5.120], [-2.163, 1.204, -4.842], [-4.056, -1.285, -2.728], [-0.018, 1.613, -3.727], [-0.054, 5.309, -0.263], [-0.067, 5.417, -2.966], [-0.938, 4.042, -3.652], [0.823, 4.063, -3.668], [-0.023, 5.335, 2.012], [-0.001, 5.401, 4.462], [0.035, 3.297, 5.768], [0.050, 1.122, 4.574], [0.027, 1.033, 2.166], [4.030, -1.291, -2.820], [3.068, -0.265, -5.135], [2.040, 1.154, -4.913], [1.313, -0.435, -5.128], [4.536, -2.672, -0.930], [5.588, -3.533, 1.117], [4.963, -2.598, 3.322], [3.296, -0.774, 3.452], [2.275, 0.116, 1.418], [-4.474, -2.718, -0.839], [-5.457, -3.603, 1.229], [-4.767, -2.689, 3.425], [-3.102, -0.860, 3.520], [-2.154, 0.057, 1.468], [0.450, -9.847, 0.247], [0.399, -8.700, 0.319], [0.334, -7.270, 0.410], [-0.827, -6.656, 0.878], [-0.889, -5.278, 0.961], [0.205, -4.492, 0.581], [1.366, -5.123, 0.117], [1.433, -6.500, 0.030], [0.140, -3.069, 0.653], [0.052, -1.856, 0.757], [-1.674, -7.261, 1.171], [-1.786, -4.790, 1.318], [2.213, -4.512, -0.169], [2.330, -6.985, -0.329]], "forces_ev_per_a": [[-0.036, -0.261, 0.878], [-0.032, 0.014, -0.067], [0.068, -0.046, 0.008], [0.073, 0.138, -0.018], [0.026, 0.039, -0.031], [-0.112, -0.242, -0.330], [-0.136, 0.162, 0.142], [-0.008, -0.072, -0.108], [-0.007, -0.086, 0.127], [-0.005, 0.300, 0.004], [0.009, -0.057, -0.072], [0.004, -0.076, -0.044], [0.005, -0.028, -0.038], [-0.003, 0.056, -0.045], [0.001, 0.009, -0.004], [-0.001, -0.040, 0.009], [0.001, 0.012, -0.003], [-0.001, -0.011, 0.034], [-0.001, -0.016, -0.010], [0.001, -0.086, -0.044], [0.149, 0.170, 0.110], [0.096, -0.272, -0.391], [-0.004, 0.058, -0.007], [-0.079, 0.137, -0.027], [-0.046, -0.039, 0.007], [0.025, 0.013, -0.057], [0.037, -0.024, 0.002], [-0.076, -0.033, 0.021], [-0.007, 0.013, 0.008], [0.020, -0.016, -0.001], [-0.018, 0.002, 0.017], [-0.031, 0.099, 0.075], [-0.059, -0.030, 0.008], [0.087, -0.046, 0.016], [0.012, 0.005, 0.020], [-0.018, -0.012, -0.002], [0.012, 0.003, 0.006], [0.038, 0.102, 0.085], [-0.010, -0.009, 0.002], [0.015, 0.000, 0.001], [0.000, 0.018, -0.003], [-0.052, -0.006, 0.004], [-0.001, -0.005, -0.047], [-0.001, 0.040, -0.001], [0.000, -0.004, 0.002], [0.001, -0.003, 0.003], [-0.001, -0.004, 0.004], [0.000, 0.012, -0.014], [0.000, -0.001, 0.006], [0.000, 0.003, 0.002], [0.001, -0.005, 0.019], [-0.002, 0.113, 0.052], [0.048, -0.008, 0.003], [0.009, -0.010, 0.001], [0.001, 0.017, -0.004], [-0.012, 0.002, 0.000], [-0.008, 0.004, -0.029], [0.015, -0.011, 0.010], [0.007, -0.012, 0.016], [-0.002, 0.002, 0.013], [0.087, -0.025, -0.061], [0.006, 0.003, -0.032], [-0.016, -0.010, 0.008], [-0.005, -0.012, 0.015], [0.004, 0.001, 0.016], [-0.096, -0.017, -0.067], [0.002, -0.022, -0.003], [0.000, -0.050, 0.001], [0.006, -0.025, 0.006], [0.039, 0.054, -0.019], [0.019, -0.017, -0.022], [0.058, -0.027, -0.015], [-0.053, -0.019, 0.028], [-0.046, 0.049, 0.018], [-0.128, 0.280, 0.346], [0.125, -0.117, -0.540], [0.004, -0.021, -0.001], [0.000, 0.017, 0.004], [0.001, 0.002, 0.001], [-0.004, -0.017, 0.000]], "gap_ev": [8.00, 8.08], "max_force_ev_per_a": 0.9, "total_energy_ha": -3064.55257, "multiplicity": 2, "relative_energy_kcal_mol": 3.4, "total_charge": 0}

=====

No. 2
{"formula": "C39H32BN10Tb", "method": "wB97M-V/def2-TZVPD", "symbols": ["Tb", "C", "C", "N", "N", "C", "B", "N", "C", "C", "C", "N", "N", "C", "C", "C", "N", "H", "H", "H", "H", "H", "H", "H", "H", "H", "H", "C", "C", "N", "C", "C", "C", "C", "C", "C", "C", "N", "C", "C", "C", "C", "C", "C", "C", "C", "N", "C", "H", "H", "H", "H", "H", "H", "H", "H", "H", "H", "H", "H", "N", "C", "C", "C", "C", "C", "C", "C", "C", "C", "C", "C", "C", "H", "H", "H", "H", "H", "H", "H", "H", "H", "H"], "positions_angstrom": [[-0.186, -0.881, 0.054], [-3.083, -4.316, 1.544], [-2.781, -3.267, 0.674], [-1.506, -2.907, 0.795], [-0.971, -3.701, 1.746], [-1.897, -4.557, 2.207], [0.515, -3.646, 2.150], [1.381, -3.723, 0.883], [2.445, -4.510, 0.662], [2.913, -4.260, -0.612], [2.058, -3.273, -1.108], [1.131, -2.963, -0.206], [0.801, -2.301, 2.883], [1.293, -2.159, 4.120], [1.355, -0.810, 4.422], [0.863, -0.182, 3.282], [0.533, -1.087, 2.354], [-4.022, -4.828, 1.668], [-3.422, -2.771, -0.040], [-1.659, -5.280, 2.970], [0.771, -4.553, 2.883], [2.798, -5.192, 1.418], [3.752, -4.711, -1.113], [2.060, -2.796, -2.075], [1.572, -3.020, 4.704], [1.703, -0.351, 5.331], [0.727, 0.873, 3.088], [-4.313, -0.004, 1.891], [-2.936, -0.119, 1.698], [-2.378, -0.103, 0.500], [-3.140, 0.044, -0.614], [-4.553, 0.194, -0.504], [-5.114, 0.149, 0.791], [-5.336, 0.400, -1.651], [-4.701, 0.501, -2.862], [-3.320, 0.358, -2.996], [-2.473, 0.073, -1.914], [-1.136, -0.145, -1.903], [-0.223, -0.154, -2.975], [-0.507, -0.157, -4.338], [0.485, -0.191, -5.317], [1.807, -0.288, -4.952], [2.156, -0.322, -3.602], [3.512, -0.643, -3.186], [3.877, -0.548, -1.909], [2.919, 0.052, -0.926], [1.502, -0.192, -1.268], [1.171, -0.196, -2.592], [-4.722, -0.035, 2.891], [-2.262, -0.228, 2.541], [-6.187, 0.253, 0.894], [-6.410, 0.505, -1.559], [-5.288, 0.698, -3.751], [-2.907, 0.494, -3.977], [-1.524, -0.184, -4.685], [0.201, -0.168, -6.361], [2.589, -0.365, -5.700], [4.186, -1.036, -3.939], [4.844, -0.872, -1.544], [3.095, -0.383, 0.066], [-0.501, 2.148, 0.734], [-0.133, 3.265, 1.532], [-1.012, 3.702, 2.520], [-0.706, 4.789, 3.321], [0.489, 5.470, 3.144], [1.374, 5.038, 2.169], [1.092, 3.937, 1.367], [2.049, 3.472, 0.339], [2.602, 4.321, -0.620], [3.383, 3.791, -1.635], [3.579, 2.417, -1.743], [3.038, 1.568, -0.790], [2.337, 2.119, 0.271], [-1.506, 2.082, 0.662], [-0.090, 2.188, -0.194], [-1.959, 3.186, 2.644], [-1.406, 5.112, 4.081], [0.733, 6.326, 3.759], [2.318, 5.549, 2.025], [2.393, 5.383, -0.583], [3.802, 4.453, -2.383], [4.126, 2.013, -2.584], [1.941, 1.454, 1.030]], "forces_ev_per_a": [[0.909, -0.383, -0.234], [-0.026, 0.002, 0.017], [0.039, -0.080, -0.049], [-0.157, 0.076, 0.152], [-0.008, -0.277, 0.041], [-0.117, 0.018, -0.038], [-0.035, 0.303, -0.295], [0.009, -0.316, 0.038], [0.040, -0.002, -0.087], [0.021, 0.040, -0.027], [-0.084, -0.175, -0.029], [0.320, 0.090, 0.167], [0.036, -0.138, 0.337], [0.015, 0.121, -0.004], [-0.007, 0.014, 0.025], [0.016, -0.014, 0.021], [0.129, 0.136, 0.468], [0.011, 0.010, -0.008], [0.015, 0.038, 0.020], [0.072, 0.025, -0.020], [0.048, -0.024, 0.107], [-0.053, 0.014, 0.016], [-0.015, -0.025, 0.025], [0.009, 0.075, 0.038], [-0.032, -0.021, -0.032], [-0.002, -0.015, -0.014], [-0.002, -0.018, -0.039], [-0.155, 0.040, 0.013], [0.200, 0.020, -0.183], [-0.837, 0.174, 0.126], [-0.444, 0.141, -0.253], [0.322, -0.080, 0.217], [0.123, -0.007, -0.025], [-0.091, 0.078, -0.394], [-0.417, 0.006, 0.330], [0.485, -0.031, 0.076], [-0.343, 0.136, -0.263], [0.089, 0.005, 0.298], [0.237, 0.126, -0.324], [-0.183, -0.071, 0.161], [0.148, -0.013, -0.129], [-0.087, -0.023, -0.028], [-0.219, 0.010, 0.113], [0.080, -0.011, 0.066], [-0.013, -0.015, 0.065], [-0.344, 0.146, -0.085], [0.125, -0.091, -0.005], [-0.081, 0.102, -0.439], [0.004, 0.004, -0.001], [0.002, -0.059, 0.009], [-0.005, -0.009, 0.013], [0.011, -0.001, 0.000], [0.035, 0.005, -0.024], [-0.031, 0.009, 0.029], [0.030, 0.010, 0.010], [-0.007, -0.025, 0.015], [-0.011, -0.005, -0.006], [0.034, 0.017, 0.020], [0.047, 0.025, -0.115], [0.006, -0.001, 0.015], [0.210, 0.066, 0.047], [0.086, 0.071, 0.147], [-0.041, -0.073, -0.041], [-0.004, 0.025, 0.032], [0.035, 0.036, -0.001], [-0.054, -0.047, 0.036], [-0.038, -0.040, 0.037], [0.011, -0.075, 0.010], [-0.011, -0.039, -0.014], [-0.019, 0.089, 0.018], [0.032, -0.010, -0.024], [0.049, -0.080, 0.059], [0.060, 0.080, -0.061], [-0.072, -0.004, -0.101], [-0.032, -0.004, -0.058], [0.006, 0.011, 0.016], [-0.015, -0.017, -0.013], [-0.013, -0.011, 0.008], [-0.001, -0.001, 0.005], [-0.012, -0.002, -0.022], [0.013, -0.019, 0.000], [-0.012, -0.040, 0.009], [-0.038, -0.001, 0.015]], "gap_ev": [5.92, 5.94], "max_force_ev_per_a": 1.0, "total_energy_ha": -2902.41241, "multiplicity": 7, "relative_energy_kcal_mol": 0.0, "total_charge": 0}